C21H25ClIN2O4P | ωB97M-V/def2-TZVPD

Calculated values
E_tot = -2324.1640 Ha
relative energy (zero: lowest compared OMol25 entry of this formula, charge and spin) = 439.0 kcal per mole
highest occupied orbital energy = -7.56 eV
SMILES = CCCCCc1c(CC(=O)Cl)c(OC#N)c(C[C@@H](C)I)c2c1C(=O)N(P(C)C)C2=O
orbital gap = 5.6 eV

Structure (ORCA input):
```
! RIJCOSX wB97M-V def2-TZVPD def2/J DEFGRID3
* xyz 0 1
C 5.178 -2.781 1.330
C 4.530 -2.909 -0.187
C 4.235 -1.446 -0.885
C 2.744 -1.365 -1.626
C 2.092 0.158 -1.585
C 0.521 0.202 -1.115
C -0.725 0.822 -2.042
C -0.403 1.450 -3.553
C 0.270 2.950 -3.253
O 1.613 3.152 -3.187
Cl -0.776 4.505 -3.025
C -2.299 0.851 -1.479
O -3.423 1.417 -2.282
C -3.570 2.808 -1.744
N -3.938 3.907 -1.127
C -2.693 0.280 0.043
C -4.213 0.278 0.657
C -5.178 -0.934 0.123
C -4.755 -1.578 -1.324
I -5.387 -2.596 1.590
C -1.442 -0.296 0.933
C 0.097 -0.348 0.370
C 0.959 -0.991 1.607
O 2.057 -1.751 1.638
N 0.110 -0.523 2.808
P 0.080 1.253 2.411
C -1.034 2.217 3.625
C 1.911 1.876 2.484
C -1.344 -0.901 2.453
O -2.210 -1.582 3.213
H 5.028 -1.684 1.748
H 6.300 -3.122 1.356
H 4.554 -3.515 2.034
H 3.504 -3.463 -0.073
H 5.232 -3.562 -0.869
H 5.079 -1.303 -1.710
H 4.405 -0.606 -0.089
H 2.951 -1.620 -2.762
H 1.993 -2.093 -1.100
H 2.298 0.692 -2.607
H 2.719 0.741 -0.752
H -1.432 1.669 -4.080
H 0.311 0.747 -4.170
H -4.726 1.313 0.433
H -4.113 0.180 1.842
H -6.281 -0.501 -0.013
H -3.686 -2.077 -1.339
H -4.848 -0.770 -2.182
H -5.512 -2.447 -1.635
H -0.324 2.637 4.478
H -1.450 3.167 3.037
H -1.942 1.597 4.028
H 2.041 2.994 2.165
H 2.626 1.239 1.789
H 2.261 1.666 3.602
*
```